Molecular formula: C40H66FInNO4P2S2Te
Method: DFT, ωB97M-V/def2-TZVPD

```
118
Properties=species:S:1:pos:R:3:forces:R:3:mulliken_spin:R:1
In 15.932368 13.156060 9.425017 0.0 0.5 -0.2 0.52
C 18.322995 9.257982 12.136871 -0.4 0.6 -0.6 0.00
C 18.232870 10.206625 10.938617 -1.3 1.5 0.8 -0.01
C 19.558619 10.614413 10.356808 0.7 1.4 -0.8 -0.01
C 17.375390 9.604584 9.849538 -0.8 0.4 -0.6 0.00
C 17.883698 8.545540 9.152553 -0.4 -1.3 -1.3 -0.01
C 17.111795 7.896563 8.167371 0.7 0.0 -0.3 0.01
C 15.828930 8.294091 7.829612 0.1 -1.0 0.7 -0.01
C 15.301823 9.379741 8.525125 -1.1 -0.4 -0.5 0.01
C 13.817586 9.651973 8.245148 0.3 0.5 -0.1 0.01
C 12.863977 9.396243 9.407393 -0.4 -0.8 -0.5 0.00
C 13.612739 11.071069 7.705151 0.1 0.7 -1.1 -0.10
C 16.086192 10.080384 9.441952 0.4 -0.3 1.8 0.02
N 15.565106 11.178898 10.176308 -1.3 -0.4 1.8 0.03
C 15.011593 10.908082 11.461169 0.4 -0.5 -0.7 -0.01
C 14.820242 9.577955 12.026745 0.5 1.6 -1.8 0.00
C 14.334109 9.399849 13.281199 -0.9 -0.4 1.8 0.00
C 13.946114 10.476095 14.107498 1.4 -0.3 -1.7 0.00
C 14.172754 11.744901 13.600304 -0.8 0.8 1.3 0.00
C 14.605376 11.942657 12.332378 1.0 -0.5 -0.9 0.01
F 14.802811 13.252945 11.987677 0.1 -0.2 -0.3 0.02
H 18.898262 9.690920 12.927901 0.8 0.3 0.4 0.00
H 18.777959 8.354387 11.761024 0.0 -0.6 0.4 0.00
H 17.336708 9.122442 12.571466 -0.1 -0.5 -0.2 0.00
H 17.730529 11.154686 11.314011 0.5 -1.0 -0.6 0.02
H 20.260860 9.792176 10.200063 -0.2 -0.2 -0.1 0.00
H 20.104620 11.366420 10.964075 -0.4 -0.4 0.0 0.00
H 19.339760 11.136470 9.385814 0.5 -0.5 0.7 0.01
H 18.887003 8.156504 9.310915 -0.1 0.2 0.2 0.00
H 17.583267 7.103468 7.600469 0.0 -0.3 0.1 0.00
H 15.163679 7.612861 7.219807 0.9 1.2 0.4 0.00
H 13.480203 8.965046 7.457969 0.5 0.0 -0.1 0.00
H 13.018007 10.123104 10.184137 -0.1 0.0 0.6 0.00
H 12.856579 8.338188 9.752870 0.5 0.7 0.1 0.00
H 11.850321 9.511588 9.024852 -0.2 0.4 0.0 0.00
H 13.654043 11.809577 8.562609 -0.2 -0.7 -1.2 0.10
H 12.651074 11.119202 7.132096 0.4 0.2 0.9 0.00
H 14.372317 11.333702 6.894017 -0.6 -0.2 1.4 0.00
H 15.013197 8.721807 11.388401 0.2 0.1 0.1 0.00
H 14.235244 8.376355 13.689264 0.0 0.6 -0.4 0.00
H 13.663581 10.313417 15.104020 -0.5 -0.1 1.1 0.00
H 14.029684 12.684080 14.170720 -0.1 -0.8 -0.1 0.00
C 11.166915 14.924702 7.876900 -0.6 -1.3 0.7 0.01
C 10.893102 13.416330 8.198821 1.1 0.9 -2.1 -0.04
O 9.670022 13.287361 8.847421 -0.5 -0.5 -0.1 0.00
P 9.479382 13.297509 10.449936 -0.3 1.0 0.3 0.01
S 7.668113 12.582820 10.738646 0.2 -0.1 0.2 0.00
S 11.125130 12.789041 11.376728 0.1 -0.5 0.1 0.00
O 9.439161 14.930043 10.773033 0.3 0.0 -0.4 0.00
C 8.536109 15.800033 10.139111 -1.0 0.4 -0.3 0.00
C 8.242059 16.935083 11.091731 1.5 -0.5 0.3 0.00
H 11.954532 15.024388 7.167934 0.8 0.0 -0.6 0.00
H 11.470241 15.423802 8.793569 -0.3 0.3 0.1 0.00
H 10.257745 15.336627 7.427905 0.1 0.2 0.3 0.00
H 11.732268 12.967919 8.739183 -0.3 0.1 0.2 0.04
H 10.837326 12.884082 7.201002 -0.2 0.3 1.1 0.00
H 7.589103 15.291089 9.938983 0.1 -0.2 -0.2 0.00
H 8.882934 16.239306 9.192730 0.4 -0.5 0.1 0.00
H 9.212314 17.323656 11.459676 -0.7 0.0 0.0 0.00
H 7.652772 16.533758 11.883799 -0.2 -0.2 1.0 0.00
H 7.683473 17.728705 10.672924 -0.6 0.9 -0.8 0.00
O 17.294413 14.988037 14.799102 1.2 -0.8 -0.3 0.00
H 16.479223 15.488604 14.856479 -0.9 0.2 -0.4 0.00
H 17.332570 14.531270 13.938981 -0.4 0.4 0.7 0.00
Te 17.628173 13.175125 7.399321 0.2 0.0 -0.2 0.42
O 14.847985 16.341486 14.696716 0.1 0.1 0.5 0.00
P 13.848242 16.773798 13.669195 0.6 -0.8 0.2 0.01
C 14.614075 16.560187 12.030929 -0.3 -0.1 -0.1 -0.22
C 13.820392 17.183821 10.852184 -0.9 0.2 -0.4 -0.03
C 14.276282 18.613606 10.471467 -1.8 -0.2 0.3 0.00
C 15.722604 18.671924 10.170519 1.6 1.1 0.7 0.01
C 16.475759 17.486931 10.678068 0.5 -1.8 -0.5 0.01
C 16.088097 17.058130 12.086472 -0.2 0.4 0.1 0.02
C 13.365144 18.506913 13.975513 0.4 -0.2 1.1 0.00
C 14.583634 19.450056 14.207596 -0.6 -0.3 -0.2 0.00
C 14.107343 20.751901 14.896432 -0.2 0.3 -1.1 0.00
C 12.631359 20.997780 14.684017 -2.2 0.6 0.7 0.00
C 11.766374 19.920889 15.348939 1.6 -0.8 -0.1 0.00
C 12.555846 18.597878 15.312522 -1.1 -0.6 0.0 0.00
C 12.343733 15.746859 13.734360 -0.2 -1.4 -1.0 0.01
C 11.052330 16.434558 13.268391 0.2 1.5 0.3 0.00
C 9.871617 16.093771 14.147743 -1.5 0.7 0.7 0.00
C 9.718391 14.640295 14.493967 0.8 -2.1 0.8 0.00
C 11.070399 13.991114 15.032672 0.0 0.8 -2.2 0.00
C 12.167953 15.051936 15.106476 0.8 -0.8 0.0 0.00
H 14.648867 15.454704 11.870465 -0.2 0.8 0.2 0.12
H 12.712700 17.084483 10.929377 0.6 0.4 0.6 0.00
H 13.957445 16.547275 10.017785 0.5 -0.7 -1.1 0.05
H 14.062070 19.195418 11.354432 0.0 0.5 0.4 0.00
H 13.718586 19.151667 9.685390 -0.3 -0.8 0.1 0.00
H 16.118844 19.495363 10.753367 0.2 0.6 0.3 0.00
H 16.031917 18.991644 9.180780 -0.4 -0.6 -0.6 0.00
H 17.536749 17.664673 10.580486 0.4 0.1 0.1 0.00
H 16.283702 16.591580 10.061526 0.1 0.3 -0.1 0.02
H 16.163273 17.906855 12.784327 0.2 -0.2 -0.2 0.00
H 16.761981 16.272502 12.476471 -0.4 0.4 -0.2 -0.01
H 12.827830 18.859692 13.106542 -0.5 0.1 -0.1 0.00
H 15.003064 19.662988 13.223322 0.3 0.1 0.2 0.00
H 15.322210 18.937256 14.845286 -0.2 0.1 -0.4 0.00
H 14.628992 21.604428 14.489433 0.5 0.3 -0.1 0.00
H 14.337172 20.723515 15.936565 0.1 0.0 0.9 0.00
H 12.302112 20.980538 13.650353 0.7 0.2 -0.5 0.00
H 12.168826 21.944674 15.081148 1.2 -0.3 -0.4 0.00
H 10.884272 19.768523 14.785604 -1.2 0.1 -0.5 0.00
H 11.521274 20.216330 16.360633 -0.2 -0.2 0.4 0.00
H 11.867816 17.727105 15.569662 1.0 1.1 -0.6 0.00
H 13.300596 18.666112 16.093423 0.2 -0.4 0.3 0.00
H 12.472861 14.913302 12.946977 0.3 0.9 1.2 0.00
H 10.891657 16.224935 12.226693 -0.3 -0.5 -0.4 0.00
H 11.153478 17.546255 13.285285 0.0 -0.6 0.1 0.00
H 8.910309 16.478555 13.706842 0.9 -0.3 0.3 0.00
H 9.954958 16.617926 15.131496 0.1 0.0 -0.7 0.00
H 9.448213 14.009874 13.629473 -0.3 0.5 0.3 0.00
H 9.011442 14.461368 15.325149 -0.2 0.4 -0.7 0.00
H 11.371067 13.294277 14.229724 0.0 -0.1 0.5 0.00
H 10.962852 13.440984 15.951773 -0.2 -0.1 0.4 0.00
H 13.125027 14.607765 15.442861 -0.4 0.2 -0.4 0.00
H 11.924157 15.751234 15.883192 -0.1 0.6 0.4 0.00
```
Positions in Å, forces in eV/Å.

Computed properties:
Frontier orbital gap (spin up / spin down): 5.38 / 5.78 eV
HOMO energy (spin up / spin down): -1.61 / -2.04 eV
Total charge: -2
⟨S²⟩: 0.76
2S+1: 2